# 1
{"formula": "C38H30ClN12O4OsP2", "method": "the ωB97M-V functional and the def2-TZVPD basis", "total_charge": 1, "total_energy_ev": -99522.321, "homo_lumo_gap_ev": [5.880, 5.883], "species": ["Os", "O", "C", "O", "C", "C", "Cl", "N", "N", "C", "C", "O", "O", "C", "C", "C", "C", "C", "C", "H", "H", "H", "H", "H", "H", "N", "C", "N", "N", "N", "N", "C", "N", "N", "N", "N", "H", "C", "N", "P", "C", "C", "C", "C", "C", "C", "C", "C", "C", "C", "C", "C", "P", "C", "C", "C", "C", "C", "C", "C", "C", "C", "C", "C", "C", "H", "H", "H", "H", "H", "H", "H", "H", "H", "H", "H", "H", "H", "H", "H", "H", "H", "H", "H", "H", "H", "H", "H"], "coordinates": [[0.3819, -0.8265, 1.0964], [-2.5771, -0.3291, 6.3219], [-1.9698, 0.8339, 6.1524], [-1.9149, 1.6646, 7.0184], [-1.3495, 1.0991, 4.8142], [-0.7373, 2.2908, 4.4666], [-0.4729, 3.6990, 5.3652], [-0.2655, 2.1742, 3.2025], [-0.5376, 0.9483, 2.7023], [-1.1602, 0.2979, 3.6710], [-1.5444, -1.1142, 3.3904], [-2.2696, -1.7451, 4.1420], [-1.0942, -1.5998, 2.2806], [0.4900, 3.1193, 2.4511], [0.0036, 4.4013, 2.2466], [0.7898, 5.3192, 1.5654], [2.0408, 4.9522, 1.0867], [2.5108, 3.6613, 1.2910], [1.7370, 2.7377, 1.9778], [-2.5211, -0.9048, 5.5144], [-0.9744, 4.6745, 2.6172], [0.4255, 6.3261, 1.4153], [2.6565, 5.6775, 0.5734], [3.4934, 3.3777, 0.9369], [2.0992, 1.7400, 2.1846], [3.8558, -0.8130, 1.3492], [3.1356, -0.9654, 2.5283], [3.7007, -1.1118, 3.6881], [2.6329, -1.1943, 4.5480], [1.5351, -1.0982, 3.9297], [1.7986, -0.9266, 2.5924], [3.3050, -0.5796, 0.1408], [3.9791, -0.4275, -0.9750], [3.0523, -0.3165, -1.9362], [1.8234, -0.3359, -1.3695], [1.9291, -0.4694, -0.0538], [4.8596, -0.8923, 1.4115], [-2.9310, -0.5908, -0.7411], [-1.5729, -0.7292, -1.3493], [-0.6360, 0.6377, -0.8105], [0.8843, 0.6891, -1.8869], [0.8073, 0.4096, -3.3760], [1.9994, 0.4139, -3.9549], [3.1395, 0.7274, -3.0056], [2.8369, 2.0186, -2.2637], [1.6544, 2.0028, -1.6681], [-1.4792, 2.0691, -1.4972], [-2.1934, 1.9697, -2.6902], [-2.7950, 3.0982, -3.2173], [-2.6883, 4.3182, -2.5593], [-1.9849, 4.4136, -1.3686], [-1.3839, 3.2865, -0.8306], [-0.6712, -2.0189, -0.6285], [0.4126, -2.6826, -1.9119], [1.6013, -3.2944, -1.5175], [2.4008, -3.9236, -2.4561], [2.0102, -3.9555, -3.7893], [0.8212, -3.3595, -4.1820], [0.0213, -2.7223, -3.2460], [-1.8111, -3.3694, -0.3155], [-2.6848, -3.7859, -1.3254], [-3.4870, -4.8922, -1.1282], [-3.4098, -5.6012, 0.0661], [-2.5339, -5.1999, 1.0601], [-1.7326, -4.0805, 0.8765], [-3.4016, 0.3089, -1.1291], [-2.8885, -0.5311, 0.3525], [-3.5385, -1.4454, -1.0180], [-0.1320, 0.2200, -3.8669], [2.1861, 0.2147, -4.9980], [4.1307, 0.6661, -3.4409], [3.5549, 2.8222, -2.2121], [1.2548, 2.7937, -1.0520], [-2.2960, 1.0136, -3.1875], [-3.3528, 3.0278, -4.1404], [-3.1666, 5.1944, -2.9740], [-1.9118, 5.3603, -0.8522], [-0.8472, 3.3553, 0.1071], [1.8976, -3.2795, -0.4742], [3.3236, -4.3957, -2.1482], [2.6307, -4.4546, -4.5206], [0.5152, -3.3933, -5.2185], [-0.9003, -2.2464, -3.5542], [-2.7428, -3.2460, -2.2633], [-4.1702, -5.2077, -1.9049], [-4.0376, -6.4683, 0.2171], [-2.4766, -5.7476, 1.9902], [-1.0728, -3.7548, 1.6673]], "atomic_forces_ev_per_a": [[-0.29, 2.95, -2.14], [0.08, 0.14, -0.08], [-0.12, -0.16, 0.09], [0.01, 0.07, -0.01], [0.15, 0.08, -0.02], [0.03, -0.03, 0.10], [-0.04, -0.02, 0.00], [-0.05, -0.09, -0.17], [0.24, -0.04, 0.27], [-0.25, 0.01, -0.07], [-0.01, -0.24, -0.05], [0.00, 0.10, 0.03], [-0.06, 0.14, 0.12], [0.10, -0.06, 0.08], [0.02, 0.01, -0.04], [-0.02, -0.02, -0.03], [-0.02, -0.03, 0.02], [-0.02, -0.01, -0.04], [0.01, 0.07, -0.01], [-0.02, -0.05, 0.05], [-0.01, 0.01, 0.05], [0.00, 0.03, 0.00], [0.01, 0.02, -0.02], [0.02, 0.00, 0.00], [0.02, -0.03, 0.04], [-0.12, -0.09, -0.06], [0.16, 0.11, -0.22], [-0.29, 0.00, 0.07], [0.32, 0.01, 0.13], [-0.22, -0.01, -0.14], [-0.10, -0.98, 0.51], [0.20, 0.09, -0.07], [-0.24, 0.07, 0.28], [0.14, -0.25, -0.41], [0.22, 0.44, 0.14], [0.07, -0.86, 0.44], [0.01, 0.03, 0.00], [-0.12, -0.01, -0.09], [-0.24, 0.21, -0.66], [0.29, -1.82, 0.55], [-0.23, 0.21, -0.16], [0.10, 0.07, -0.11], [-0.16, 0.02, 0.11], [0.15, 0.03, 0.09], [-0.13, 0.03, -0.02], [0.10, 0.05, -0.05], [-0.09, 0.22, 0.53], [0.04, -0.10, -0.05], [0.03, 0.05, 0.00], [0.00, -0.01, 0.00], [0.01, 0.00, -0.02], [-0.03, 0.02, 0.00], [0.51, -0.24, 1.10], [-0.08, 0.00, -0.07], [0.00, -0.08, 0.00], [-0.02, 0.02, 0.00], [0.01, 0.00, 0.00], [0.01, 0.00, -0.02], [0.03, 0.05, 0.01], [-0.01, -0.04, 0.04], [0.06, 0.03, -0.01], [-0.02, -0.02, -0.02], [0.02, 0.02, 0.03], [-0.03, -0.01, -0.02], [0.03, -0.04, 0.05], [-0.02, -0.01, 0.01], [0.00, -0.01, 0.01], [0.00, 0.01, 0.01], [-0.06, -0.06, -0.03], [0.00, -0.03, -0.04], [-0.02, -0.02, 0.01], [0.03, 0.04, 0.02], [0.00, 0.04, 0.03], [-0.01, -0.02, -0.01], [-0.02, -0.01, -0.02], [-0.01, 0.02, -0.01], [0.00, 0.03, 0.02], [0.00, -0.01, 0.03], [-0.02, -0.02, 0.02], [0.02, -0.01, 0.00], [0.02, -0.01, -0.02], [-0.01, 0.00, -0.03], [-0.05, 0.00, 0.00], [0.02, 0.00, -0.02], [0.00, 0.00, -0.01], [-0.02, -0.02, 0.00], [0.00, -0.01, 0.02], [-0.01, -0.01, -0.04]]}

=====

# 2
{"formula": "C38H30F5IrN7O4Se", "method": "the ωB97M-V functional and the def2-TZVPD basis", "total_charge": 2, "total_energy_ev": -140269.892, "homo_lumo_gap_ev": [7.537, 5.930], "multiplicity": 2, "species": ["Ir", "Se", "N", "C", "C", "C", "C", "C", "N", "C", "C", "N", "C", "C", "C", "C", "C", "N", "H", "H", "H", "H", "H", "H", "C", "C", "C", "C", "C", "C", "C", "C", "N", "C", "C", "C", "C", "N", "C", "C", "C", "C", "C", "C", "C", "C", "H", "H", "H", "H", "H", "H", "H", "H", "H", "H", "H", "H", "H", "H", "H", "H", "H", "H", "H", "H", "H", "H", "H", "H", "O", "N", "O", "O", "F", "C", "C", "F", "C", "F", "C", "O", "C", "F", "C", "F"], "coordinates": [[-0.1497, -0.3979, 0.0539], [6.5168, 3.0123, 1.7004], [5.0477, 3.5420, 0.8598], [4.2127, 2.5361, 0.8807], [2.8861, 2.5790, 0.2806], [2.3592, 3.7068, -0.3479], [1.0787, 3.6466, -0.8533], [0.3658, 2.4595, -0.7558], [0.8729, 1.3649, -0.1948], [2.1050, 1.4307, 0.3529], [2.5434, 0.2454, 1.0573], [1.6535, -0.7739, 1.1193], [2.0379, -1.9076, 1.7015], [3.2991, -2.0605, 2.2750], [4.1898, -1.0144, 2.2557], [3.8085, 0.1720, 1.6257], [4.6709, 1.3440, 1.5359], [5.8760, 1.3941, 2.0406], [2.9571, 4.6065, -0.4122], [0.6205, 4.5005, -1.3316], [-0.6329, 2.3736, -1.1543], [1.3129, -2.7036, 1.7151], [3.5475, -3.0043, 2.7387], [5.1713, -1.0868, 2.7054], [-1.4341, 3.5828, 1.7109], [-0.8987, 2.5980, 2.7192], [-0.3721, 3.1215, 3.8979], [0.0721, 2.2991, 4.9146], [-0.0326, 0.9230, 4.7836], [-0.5396, 0.3488, 3.6269], [-0.7712, -1.1322, 3.5749], [-0.9293, 1.2037, 2.5853], [-1.3636, 0.6349, 1.3285], [-2.5715, 0.7916, 0.9059], [-3.7001, 1.2890, 1.7362], [-2.8160, 0.4241, -0.5256], [-4.1508, 0.6746, -1.1319], [-1.7983, -0.0620, -1.1401], [-1.9094, -0.6639, -2.4581], [-1.1914, -0.1194, -3.5336], [-0.4018, 1.1537, -3.4321], [-1.2286, -0.7784, -4.7546], [-1.9527, -1.9502, -4.9184], [-2.6802, -2.4499, -3.8582], [-2.6963, -1.8170, -2.6131], [-3.6115, -2.4177, -1.5784], [-0.6835, 4.3396, 1.4840], [-2.2955, 4.1056, 2.1312], [-1.7550, 3.1358, 0.7732], [-0.3324, 4.1972, 4.0167], [0.4695, 2.7286, 5.8242], [0.2607, 0.2771, 5.6011], [-0.3290, -1.6166, 4.4430], [-0.3555, -1.5896, 2.6842], [-1.8411, -1.3571, 3.5821], [-3.3996, 1.4355, 2.7693], [-4.4970, 0.5418, 1.6978], [-4.1129, 2.2207, 1.3463], [-4.4519, 1.7076, -0.9485], [-4.9016, 0.0348, -0.6637], [-4.1437, 0.4836, -2.2010], [-1.0333, 1.9963, -3.1423], [0.0360, 1.3966, -4.3980], [0.4157, 1.0585, -2.7176], [-0.6900, -0.3527, -5.5919], [-1.9720, -2.4496, -5.8782], [-3.2807, -3.3424, -3.9849], [-3.4081, -3.4830, -1.4709], [-4.6428, -2.3270, -1.9271], [-3.5323, -1.9817, -0.5913], [-0.2762, -3.6219, 1.1506], [-1.3804, -3.1368, 1.0008], [-2.4282, -3.6721, 1.2565], [-1.4852, -1.9159, 0.4870], [1.7474, -4.6375, -5.4944], [1.5731, -3.7801, -4.5324], [0.6096, -4.0449, -3.5398], [-0.0944, -5.1531, -3.6170], [0.4089, -3.1489, -2.5321], [-0.5009, -3.3842, -1.6152], [1.1700, -1.9307, -2.4530], [1.0450, -1.0270, -1.5850], [2.1401, -1.7042, -3.5027], [2.8205, -0.5787, -3.4580], [2.3403, -2.6014, -4.5077], [3.2179, -2.3865, -5.4642]], "atomic_forces_ev_per_a": [[0.04, 0.52, -0.30], [0.00, 0.00, 0.00], [-0.01, 0.02, 0.00], [0.00, -0.03, 0.01], [0.02, 0.01, 0.00], [0.00, 0.01, -0.01], [0.00, -0.02, -0.01], [0.02, 0.06, 0.01], [-0.07, 0.13, -0.04], [-0.06, 0.00, 0.08], [0.04, -0.04, -0.04], [-0.20, 0.07, 0.05], [-0.01, 0.05, 0.12], [-0.04, 0.02, 0.01], [0.01, -0.02, 0.00], [0.00, 0.02, 0.00], [-0.02, 0.01, -0.01], [0.00, -0.02, 0.01], [0.00, 0.00, 0.00], [0.00, 0.00, 0.01], [0.04, 0.03, 0.08], [-0.01, -0.05, -0.02], [0.00, 0.00, 0.00], [0.00, 0.00, 0.00], [0.00, 0.00, 0.01], [0.06, 0.00, -0.05], [0.02, 0.00, 0.02], [0.00, 0.02, 0.00], [0.01, -0.01, -0.03], [-0.03, 0.01, -0.01], [-0.05, -0.04, 0.02], [0.02, 0.00, 0.03], [0.04, -0.47, 0.06], [0.06, 0.09, -0.01], [0.01, 0.00, 0.00], [-0.02, -0.08, 0.06], [-0.01, -0.03, 0.02], [0.04, 0.14, -0.02], [-0.19, -0.10, 0.06], [0.09, -0.03, -0.06], [-0.01, -0.06, -0.04], [0.04, -0.01, -0.01], [-0.01, 0.01, 0.02], [-0.02, 0.04, -0.01], [-0.10, 0.08, -0.04], [0.02, 0.01, -0.03], [-0.01, 0.01, 0.00], [0.00, -0.01, 0.00], [0.03, 0.00, -0.02], [0.00, 0.00, 0.00], [0.01, 0.00, 0.00], [0.00, 0.00, 0.00], [0.00, 0.00, 0.00], [0.02, -0.01, -0.06], [0.01, 0.00, -0.03], [0.00, 0.00, 0.00], [-0.02, 0.03, 0.02], [0.02, 0.01, -0.01], [0.01, 0.00, 0.00], [-0.01, 0.00, -0.01], [0.00, 0.00, 0.00], [0.01, -0.03, -0.02], [-0.02, 0.02, -0.02], [-0.03, 0.00, -0.07], [-0.01, 0.01, -0.01], [0.00, -0.01, 0.00], [0.01, -0.01, 0.00], [0.02, 0.00, 0.01], [0.00, 0.01, 0.01], [0.03, -0.01, 0.04], [0.18, -0.03, 0.00], [-0.14, 0.01, -0.19], [0.09, 0.09, 0.03], [0.01, -0.12, 0.07], [0.00, 0.00, -0.01], [-0.03, -0.02, 0.04], [0.02, 0.02, -0.05], [-0.02, 0.00, 0.00], [-0.02, 0.03, 0.09], [0.04, -0.07, 0.04], [-0.06, 0.17, -0.14], [0.07, -0.43, 0.39], [0.01, -0.03, 0.02], [0.02, 0.01, 0.00], [-0.01, 0.03, -0.02], [0.01, 0.00, 0.00]]}

=====

# 3
{"formula": "C38H30F6N6O4Y", "method": "the ωB97M-V functional and the def2-TZVPD basis", "total_charge": -1, "total_energy_ev": -74379.656, "homo_lumo_gap_ev": 6.193, "species": ["Y", "O", "C", "C", "C", "C", "C", "C", "C", "N", "C", "C", "N", "C", "C", "C", "C", "C", "C", "C", "O", "H", "H", "H", "H", "H", "H", "H", "H", "H", "H", "H", "H", "H", "H", "C", "C", "C", "C", "C", "C", "N", "C", "C", "C", "C", "C", "C", "N", "N", "C", "C", "C", "C", "C", "N", "H", "H", "H", "H", "H", "H", "H", "H", "H", "H", "H", "H", "H", "O", "C", "C", "C", "O", "C", "F", "F", "F", "C", "F", "F", "F", "H", "H", "H"], "coordinates": [[0.0205, -0.1177, 0.1674], [-0.8056, -0.0704, -1.9161], [-0.6738, -0.5321, -3.1044], [-0.6132, 0.3413, -4.2229], [-0.4846, -0.1537, -5.4988], [-0.4234, -1.5317, -5.7507], [-0.4886, -2.3942, -4.6783], [-0.5959, -1.9226, -3.3629], [-0.6686, -2.8891, -2.2914], [-0.5892, -2.6509, -1.0392], [-0.7448, -3.8138, -0.1714], [-0.0219, -3.5495, 1.1366], [-0.5569, -2.3289, 1.7028], [-1.0337, -2.4169, 2.8798], [-1.5852, -1.3330, 3.6650], [-1.9518, -1.6059, 4.9851], [-2.4125, -0.6206, 5.8316], [-2.4903, 0.6845, 5.3366], [-2.1455, 0.9851, 4.0399], [-1.6960, -0.0158, 3.1328], [-1.4088, 0.2681, 1.9132], [-0.6557, 1.4060, -4.0262], [-0.4309, 0.5422, -6.3293], [-0.3291, -1.9077, -6.7605], [-0.4506, -3.4678, -4.8396], [-0.7997, -3.9294, -2.6280], [-1.8089, -3.9558, 0.0422], [-0.3696, -4.7268, -0.6524], [-0.1227, -4.4053, 1.8174], [1.0446, -3.3953, 0.9428], [-1.0072, -3.3863, 3.3985], [-1.8510, -2.6259, 5.3446], [-2.6865, -0.8469, 6.8532], [-2.8238, 1.4837, 5.9900], [-2.1888, 2.0051, 3.6839], [-5.5282, 1.9221, -0.2334], [-4.8307, 2.2575, 0.9196], [-3.4450, 2.3124, 0.9139], [-2.7342, 2.0331, -0.2488], [-3.4360, 1.6916, -1.4051], [-4.8222, 1.6395, -1.3953], [-1.3215, 2.0424, -0.2768], [-0.7326, 3.0427, -0.8889], [-1.3925, 4.2933, -1.2279], [-0.7142, 5.3232, -1.7877], [0.6729, 5.2332, -2.1054], [1.3192, 4.0615, -1.8698], [0.6448, 2.9591, -1.2837], [1.2203, 1.7176, -1.2027], [2.3072, 1.5540, -1.8350], [2.7524, 0.2242, -1.8661], [3.9780, 0.0230, -2.5121], [4.4636, -1.2582, -2.6276], [3.7148, -2.3083, -2.1014], [2.5167, -2.0093, -1.4841], [2.0313, -0.7729, -1.3633], [-6.6102, 1.8746, -0.2250], [-5.3643, 2.4756, 1.8374], [-2.8965, 2.5664, 1.8066], [-2.8735, 1.4486, -2.2974], [-5.3520, 1.3687, -2.3012], [-2.4420, 4.3927, -0.9865], [-1.2425, 6.2487, -1.9910], [1.1935, 6.0812, -2.5300], [2.3632, 3.9366, -2.1198], [4.5010, 0.8859, -2.8972], [5.4099, -1.4410, -3.1215], [4.0457, -3.3357, -2.1656], [1.9068, -2.7951, -1.0582], [0.3905, 2.8738, 2.4870], [0.5325, 2.0550, 1.7272], [3.5748, -2.1656, 1.9379], [2.8842, -0.8118, 2.1600], [1.7863, -0.6476, 1.3945], [2.4734, -0.7199, 3.6503], [1.6670, -1.7497, 3.9704], [3.5191, -0.7823, 4.5061], [1.8067, 0.4070, 3.9245], [3.9233, 0.2921, 1.8353], [5.0656, 0.1864, 2.5545], [4.2860, 0.2096, 0.5434], [3.4598, 1.5326, 2.0347], [2.8691, -2.9548, 2.1914], [4.4764, -2.2881, 2.5385], [3.8319, -2.2476, 0.8837]], "atomic_forces_ev_per_a": [[-0.45, -0.32, 0.16], [-0.11, 0.04, -0.10], [0.04, 0.17, 0.21], [0.02, -0.10, -0.06], [0.00, 0.10, -0.03], [-0.01, -0.06, 0.08], [0.00, 0.05, -0.04], [0.01, -0.23, -0.07], [0.02, 0.06, 0.01], [0.01, -0.06, 0.04], [0.07, 0.08, -0.01], [-0.05, 0.07, -0.07], [0.06, -0.10, -0.03], [-0.03, 0.15, 0.02], [0.05, 0.04, -0.19], [-0.03, 0.01, 0.06], [0.02, -0.04, -0.04], [-0.02, 0.06, 0.05], [0.07, -0.09, -0.14], [-0.08, -0.10, 0.31], [0.20, 0.06, -0.19], [0.00, 0.01, -0.01], [0.00, -0.01, 0.00], [0.00, 0.01, -0.01], [0.00, 0.00, -0.01], [0.01, 0.00, 0.00], [-0.01, -0.01, 0.02], [-0.01, -0.02, 0.02], [-0.02, -0.02, 0.00], [-0.02, 0.00, -0.03], [0.00, -0.02, -0.01], [0.00, 0.00, 0.00], [0.00, 0.01, 0.00], [0.00, 0.00, 0.00], [-0.02, 0.01, 0.01], [-0.01, -0.01, 0.02], [0.01, 0.02, 0.04], [-0.06, 0.00, -0.05], [0.20, -0.05, 0.04], [-0.09, -0.02, -0.02], [0.02, 0.00, -0.01], [-0.02, -0.06, 0.01], [-0.16, 0.31, -0.04], [0.03, -0.29, 0.10], [0.09, 0.11, -0.06], [-0.09, 0.01, 0.02], [-0.06, -0.02, 0.03], [0.30, -0.18, -0.05], [0.02, 0.14, -0.03], [-0.02, -0.24, 0.06], [0.13, 0.38, -0.16], [-0.05, -0.14, 0.02], [0.00, 0.05, -0.01], [-0.01, 0.00, 0.01], [0.02, 0.03, -0.01], [-0.02, -0.10, -0.06], [0.00, 0.00, 0.00], [-0.02, -0.01, -0.01], [0.02, 0.01, 0.02], [0.01, 0.00, 0.00], [0.00, 0.00, 0.00], [0.00, 0.02, -0.01], [0.01, 0.00, 0.00], [-0.01, 0.01, 0.00], [0.00, -0.02, 0.00], [0.01, 0.00, -0.01], [0.00, -0.03, 0.01], [0.02, 0.00, -0.01], [0.01, 0.00, -0.01], [0.07, 0.01, 0.02], [-0.01, 0.18, 0.11], [0.00, -0.07, 0.01], [-0.10, 0.00, -0.08], [0.03, 0.07, -0.03], [-0.06, 0.03, 0.04], [0.03, 0.04, -0.02], [0.02, 0.01, 0.00], [0.01, -0.04, 0.05], [0.08, 0.04, 0.07], [-0.02, -0.02, -0.01], [0.00, 0.00, 0.02], [-0.07, 0.01, -0.01], [0.01, 0.01, -0.01], [-0.02, 0.03, 0.02], [0.01, 0.00, 0.00]]}